1.
Below is C3H9NO as an isolated structure at a distorted geometry, with properties calculated with ωB97M-V/def2-TZVPD.

The geometry in XYZ format:
```
14
Properties=species:S:1:pos:R:3:forces:R:3
C 0.780893 0.607863 1.000103 3.960 2.934 -1.331
C -1.885919 0.045548 -1.779478 -1.041 -0.889 0.906
C 1.717250 -0.427222 1.599667 -0.716 -0.655 -0.296
N -0.787929 -0.052594 -0.843621 1.880 0.211 1.723
O 1.077892 1.132370 -0.121073 -0.524 -1.243 2.726
H -0.125190 -0.756943 -1.172018 -0.097 0.114 0.328
H 0.348143 1.296061 1.751976 -0.861 -0.392 -0.215
H -0.489664 -0.069262 0.470148 -2.623 -0.399 -4.123
H -2.603307 0.792269 -1.438375 -0.018 -0.051 -0.074
H -2.407243 -0.908570 -1.960165 -0.176 0.231 -0.012
H -1.494969 0.372877 -2.749810 0.259 0.053 0.277
H 2.077189 -1.106728 0.826358 -0.020 -0.007 0.035
H 2.586765 0.066482 2.037329 -0.146 0.193 -0.016
H 1.206088 -0.992151 2.378959 0.122 -0.101 0.071
```
Positions in Å, forces in eV/Å.

As for the molar mass: 75.1 g mol⁻¹. The HOMO-LUMO gap (alpha / beta) is 8.0 / 8.0 eV. As for the spin multiplicity: 1.

Results of the Löwdin charge analysis, in e, for atoms 1 through 4: -0.407, -0.188, -0.072, -0.090

---

2.
Below is a 2-piece molecular cluster, C3H9NO overall at a distorted geometry, with properties calculated with ωB97M-V/def2-TZVPD.

The geometry in XYZ format:
```
14
Properties=species:S:1:pos:R:3:forces:R:3
C 2.131616 -1.729018 -0.113479 -1.921 -4.202 2.024
C 2.629221 -0.566245 -0.327522 2.821 2.959 -1.430
H 1.998189 -2.107760 0.930810 0.703 0.338 -0.701
H 1.755730 -2.551716 -0.791954 0.162 1.802 0.107
H 3.346973 0.000161 0.350932 -1.816 -0.672 -0.296
H 2.666756 -0.161112 -1.348818 0.015 -0.228 0.310
N -0.988859 1.100694 0.697048 0.114 3.245 0.327
C -1.756143 0.724479 -0.413746 -1.233 0.490 0.799
O -3.097833 0.652710 0.056157 -1.422 -1.360 -1.470
H -1.542091 1.842130 1.260399 1.995 -2.215 -0.756
H -0.523116 0.337728 1.115294 0.093 -0.281 1.217
H -1.539092 -0.292366 -0.664459 0.322 -0.553 -0.510
H -1.622913 1.369063 -1.303148 -0.333 -0.024 0.426
H -3.458432 1.381254 0.552486 0.501 0.701 -0.045
```
Positions in Å, forces in eV/Å.

As for the molar mass: 75.1 g mol⁻¹. The structure (SMILES) is C=C.NCO. The HOMO-LUMO gap is 10.1 eV. As for the spin multiplicity: 1.

Results of the Löwdin charge analysis, in e, for atoms 1 through 4: -0.131, -0.121, 0.055, 0.071

---

3.
Below is an isolated molecule of C3H9NO at a distorted geometry, with properties calculated with ωB97M-V/def2-TZVPD.

The geometry in XYZ format:
```
14
Properties=species:S:1:pos:R:3:forces:R:3
C 0.643256 0.236292 0.777250 0.972 2.618 -2.124
C -0.410306 -0.089610 -0.322169 -2.911 0.743 1.448
C 0.219422 -0.467212 -1.591732 0.307 -0.163 -1.643
O -1.242293 -1.133769 0.229693 0.515 -0.094 0.887
N 0.127554 0.887725 1.964638 -2.079 0.162 -1.269
H 1.288040 1.027140 0.145653 -0.653 -1.532 1.238
H 1.311006 -0.633435 0.941109 -0.676 0.404 0.241
H -1.141925 0.842391 -0.561215 1.747 -1.622 0.833
H -0.493490 -0.803608 -2.361167 0.054 -0.205 0.508
H 1.031525 -1.176513 -1.497278 0.026 -0.418 0.153
H 0.643601 0.412229 -2.038074 0.430 0.596 -0.198
H -1.922374 -1.573948 -0.289663 0.353 0.645 -0.671
H -0.685390 1.543766 1.773613 1.936 -1.275 0.805
H 0.631374 0.928551 2.829342 -0.020 0.139 -0.209
```
Positions in Å, forces in eV/Å.

As for the molar mass: 75.1 g mol⁻¹. The structure (SMILES) is C[C@@H](O)CN. The HOMO-LUMO gap is 9.5 eV. As for the spin multiplicity: 1.

Results of the Löwdin charge analysis, in e, for atoms 1 through 4: -0.261, -0.466, -0.098, -0.071

---

4.
Below is a 2-piece molecular cluster, C3H9NO overall at a distorted geometry, with properties calculated with ωB97M-V/def2-TZVPD.

The geometry in XYZ format:
```
14
Properties=species:S:1:pos:R:3:forces:R:3
O 3.630545 -0.422260 0.676696 -0.941 0.685 1.577
C 2.806362 0.474864 0.833184 2.864 -0.774 -2.898
H 2.212911 0.566372 -0.089555 -1.275 0.611 0.857
H 3.009275 1.335177 1.496199 -0.632 -0.451 0.491
C -2.197119 0.427887 0.029423 1.027 0.326 2.104
N -0.769059 0.272339 0.032600 1.438 0.508 0.285
C -0.232512 -0.798799 -0.819538 -1.894 -0.824 -0.254
H -2.542201 0.391628 -0.920819 -0.937 0.600 -3.348
H -2.653867 -0.480307 0.406078 -0.741 0.113 1.188
H -2.417606 1.431015 0.483850 -0.390 -1.342 -0.090
H -0.491885 0.209314 1.028891 0.214 -0.282 -1.180
H -0.330687 -1.770118 -0.319860 -0.199 -0.243 -0.104
H 0.820512 -0.740229 -1.034987 0.333 0.586 -0.239
H -0.844671 -0.896883 -1.802162 1.131 0.487 1.610
```
Positions in Å, forces in eV/Å.

As for the molar mass: 75.1 g mol⁻¹. The structure (SMILES) is C=O.CNC. The HOMO-LUMO gap is 9.2 eV. As for the spin multiplicity: 1.

Results of the Löwdin charge analysis, in e, for atoms 1 through 4: -0.036, -0.116, 0.061, 0.085

---

5.
Below is an isolated molecule of C3H9NO at a distorted geometry, with properties calculated with ωB97M-V/def2-TZVPD.

The geometry in XYZ format:
```
14
Properties=species:S:1:pos:R:3:forces:R:3
C 0.234371 -0.567471 -0.695860 0.441 -2.080 -2.311
N 0.347099 0.789002 -0.192499 0.114 -0.594 2.155
C -0.756825 1.667515 -0.104628 -2.046 -0.005 1.133
O -2.193899 0.943082 0.390872 4.031 0.754 -0.261
C 1.063863 -1.517686 0.218446 0.849 -0.936 0.551
H -0.800865 -1.012389 -0.782205 0.816 0.960 0.267
H 0.683046 -0.679720 -1.792141 -0.838 0.453 2.139
H 0.706671 0.604941 0.758949 -0.146 0.820 -0.607
H -0.610572 2.442980 0.700779 0.083 -0.930 -0.930
H -0.891282 2.180509 -1.058534 -0.860 -0.409 0.115
H -1.741963 0.435108 1.117564 -1.155 0.483 -0.786
H 1.150353 -2.579099 -0.281526 -0.202 2.056 1.235
H 2.112392 -1.116398 0.401253 -1.039 -0.465 -0.736
H 0.697610 -1.590374 1.319531 -0.047 -0.108 -1.965
```
Positions in Å, forces in eV/Å.

As for the molar mass: 75.1 g mol⁻¹. The structure (SMILES) is CCNCO. The HOMO-LUMO gap is 10.5 eV. As for the spin multiplicity: 1.

Results of the Löwdin charge analysis, in e, for atoms 1 through 4: -0.316, -0.096, -0.161, -0.171

---

6.
Below is a 2-piece molecular cluster, C3H9NO overall at a distorted geometry, with properties calculated with ωB97M-V/def2-TZVPD.

The geometry in XYZ format:
```
14
Properties=species:S:1:pos:R:3:forces:R:3
C 6.066827 -2.800424 -0.056845 0.331 0.601 -0.515
C 5.300287 -1.729837 -0.107035 -0.847 0.910 0.007
H 6.639087 -3.096208 -0.934558 0.284 -0.067 0.499
H 6.172885 -3.264535 0.913233 -0.127 -0.739 -0.310
H 5.197446 -0.929662 -0.842508 0.328 -0.838 -0.591
H 4.606821 -1.531176 0.683008 0.030 0.133 0.909
N -5.271431 1.496086 -0.421960 -0.396 -0.141 0.908
C -3.916262 1.984465 -0.234423 -0.287 -1.842 -0.508
O -3.292246 1.879575 1.020946 -0.523 1.655 1.426
H -5.403128 0.500085 -0.247413 0.388 0.215 -0.134
H -5.925218 1.963826 0.203398 0.158 0.066 -0.157
H -3.332545 1.351358 -0.925237 0.074 1.035 -0.307
H -4.014260 3.056438 -0.407497 0.712 -0.162 -0.380
H -2.828262 1.120010 1.356889 -0.126 -0.826 -0.849
```
Positions in Å, forces in eV/Å.

As for the molar mass: 75.1 g mol⁻¹. The structure (SMILES) is C=C.NCO. The HOMO-LUMO gap is 10.9 eV. As for the spin multiplicity: 1.

Results of the Löwdin charge analysis, in e, for atoms 1 through 4: -0.081, -0.095, 0.049, 0.047

---

7.
Below is a 2-piece molecular cluster, C3H9NO2 overall at a distorted geometry, with properties calculated with ωB97M-V/def2-TZVPD.

The geometry in XYZ format:
```
15
Properties=species:S:1:pos:R:3:forces:R:3
C 0.370377 0.323450 2.173920 -0.353 -1.545 0.644
N -0.695464 -0.721813 2.149033 -0.037 0.412 0.175
H 2.103674 0.708133 -2.379150 -0.098 -0.226 -0.555
H -0.334461 -1.598709 2.499459 -0.012 -0.014 -0.068
H -1.432855 -0.448984 2.795263 0.112 -0.173 -0.281
H 1.286470 -0.141029 2.537484 0.192 0.182 0.034
H 0.077390 1.068727 2.909609 0.257 0.538 -0.481
H 0.576996 0.657532 1.166199 -0.114 0.613 -0.022
C -0.801247 -0.117518 -1.556893 1.117 -0.089 -0.510
C 0.223426 0.231247 -2.606315 0.392 -0.160 0.489
O 0.042232 0.625265 -3.716854 -0.122 0.283 -0.189
O 1.482816 0.028728 -2.086775 -0.110 0.221 0.477
H -1.785080 0.107895 -1.935044 -0.291 -0.164 0.222
H -0.498870 0.431017 -0.672292 -0.463 0.275 0.158
H -0.615402 -1.153942 -1.277644 -0.468 -0.153 -0.092
```
Positions in Å, forces in eV/Å.

As for the molar mass: 91.1 g mol⁻¹. The structure (SMILES) is CC(=O)O.CN. The HOMO-LUMO gap is 10.3 eV. As for the spin multiplicity: 1.

Results of the Löwdin charge analysis, in e, for atoms 1 through 4: -0.165, -0.075, 0.115, 0.046

---

8.
Below is a 3-piece molecular cluster, C3H9NO2 overall at a distorted geometry, with properties calculated with ωB97M-V/def2-TZVPD.

The geometry in XYZ format:
```
15
Properties=species:S:1:pos:R:3:forces:R:3
C 0.867722 0.457024 -0.100384 -0.250 0.228 1.170
C -0.641052 0.086778 0.644487 0.862 0.144 -0.138
C -0.894595 -1.400372 0.789682 -0.045 0.107 -0.008
N 0.483207 -0.123344 -1.237667 -0.134 0.019 -1.728
O 1.092097 1.848648 -0.116148 -0.143 -0.174 -0.039
O -1.690353 0.820384 0.115066 0.049 -0.061 -0.087
H 1.467417 2.124163 0.730519 -0.042 -0.100 -0.128
H -1.834990 0.539786 -0.796949 0.062 0.005 0.019
H 1.599276 -0.040705 0.562159 0.048 0.091 -0.120
H -0.421091 0.537151 1.615162 -0.055 -0.031 0.018
H 1.105248 0.498131 -2.341943 -0.152 -0.174 0.551
H 1.748548 -0.038520 -2.359450 -0.250 -0.088 0.548
H -0.003635 -1.911982 1.157351 -0.014 0.028 -0.001
H -1.169325 -1.844496 -0.165101 0.002 0.011 -0.012
H -1.708473 -1.552646 1.503216 0.064 -0.005 -0.044
```
Positions in Å, forces in eV/Å.

As for the molar mass: 91.1 g mol⁻¹. The HOMO-LUMO gap is 9.1 eV. As for the spin multiplicity: 1.

Results of the Löwdin charge analysis, in e, for atoms 1 through 4: -0.546, -0.366, -0.058, 0.035

---

Computed energy relative to the best compared isomer or geometry (same formula, charge and spin) (eV) in order:
4.875; 2.929; 1.681; 2.917; 2.323; 2.329; 1.122; 6.123